The following is a quantum chemistry calculation of a 11-piece molecular cluster, C25H74NO21 overall, from the OMol25 dataset.

## Properties
Total charge: +1
Frontier orbital gap in eV: 9.46
2S+1: 1

The geometry in XYZ format:
```
121
Properties=species:S:1:pos:R:3:forces:R:3
C 34.0382 -26.8657 -14.1224 -0.346 -1.810 2.104
N 35.3112 -26.0905 -14.0173 1.053 0.434 -1.979
C 35.4504 -25.2181 -15.3175 1.332 -3.496 1.214
C 35.0980 -25.1552 -12.8758 3.217 1.868 1.542
C 36.4952 -27.0715 -13.9980 -0.235 0.600 -1.861
C 37.7727 -26.6205 -13.3569 2.084 1.865 -0.804
O 38.6683 -27.7646 -13.3630 -0.780 0.405 0.163
H 34.0928 -27.7528 -13.3378 -0.164 1.774 -1.834
H 33.7692 -27.2090 -15.1222 0.541 -0.064 0.072
H 33.2621 -26.1968 -13.7668 -0.278 -0.106 -0.170
H 34.6781 -24.5765 -15.2187 -2.767 2.009 -0.515
H 35.4985 -25.8994 -16.1704 -0.475 0.292 0.103
H 36.3449 -24.6776 -15.2838 1.483 0.644 0.295
H 35.2407 -25.6910 -11.9102 -0.935 0.227 -0.739
H 34.2119 -24.5879 -13.0587 -1.076 -0.504 0.296
H 35.8331 -24.2336 -12.7656 -0.532 -2.343 -0.914
H 36.5151 -27.6358 -14.9755 0.443 1.555 0.261
H 36.2730 -27.8749 -13.4355 -1.659 -2.577 2.655
H 37.4710 -26.2294 -12.2749 1.266 -0.650 -2.310
H 38.2979 -25.8468 -14.0849 -1.122 -0.785 2.042
H 39.6169 -27.5153 -13.3954 -0.957 0.271 0.383
C 42.6449 -28.0489 -14.8860 1.230 -1.627 2.481
C 41.8081 -26.8620 -14.4718 -1.723 -2.340 -0.667
O 41.6414 -26.8742 -13.0449 2.697 1.145 -0.252
O 42.8934 -28.1420 -16.2131 -2.903 -2.170 -3.397
H 42.2536 -29.0406 -14.4940 -0.009 1.198 -0.018
H 43.6401 -27.9512 -14.4011 -0.285 0.048 0.085
H 40.8142 -27.1088 -14.9766 0.898 1.194 0.681
H 42.3212 -26.0038 -14.8506 -0.251 0.980 -0.237
H 42.6119 -26.6720 -12.7839 -2.501 -0.646 0.200
H 42.0659 -28.7053 -16.6203 2.975 2.603 0.979
C 33.8948 -32.0202 -15.9953 -1.335 2.035 0.278
C 34.2344 -30.4951 -15.6457 -7.451 -1.403 -1.526
O 33.3322 -30.1302 -14.5861 -0.007 0.436 2.173
O 35.0085 -32.4835 -16.6515 1.781 -3.894 -0.007
H 32.9802 -32.0173 -16.6474 0.638 -0.183 0.362
H 33.6094 -32.5733 -15.0603 0.564 0.628 -0.610
H 33.9646 -29.7164 -16.3670 0.599 -0.794 -0.976
H 35.1903 -30.4521 -15.4358 4.691 0.506 1.971
H 32.3808 -30.0053 -14.7763 1.099 -0.300 -0.872
H 35.2123 -33.4790 -16.4243 -0.785 3.043 -0.721
C 31.3364 -25.5047 -10.9693 -3.532 0.403 2.993
C 31.1893 -27.0116 -10.6025 -2.443 0.307 -2.345
O 29.8379 -27.4411 -10.8840 -0.003 -0.462 -0.306
O 32.6295 -25.0667 -10.9669 1.787 -3.595 -0.489
H 30.7165 -24.8733 -10.1080 1.305 -1.625 -1.511
H 30.7698 -25.1084 -11.8503 0.428 -1.343 0.010
H 31.4255 -27.4423 -9.6646 0.723 0.831 1.500
H 31.5991 -27.6937 -11.3015 1.784 -0.024 -0.893
H 29.1556 -26.8341 -10.6456 -0.438 0.825 0.629
H 32.4880 -24.1883 -10.8911 0.369 4.720 0.410
C 31.3947 -23.3350 -15.3236 -0.992 -1.173 -1.716
C 29.9370 -23.6213 -15.0901 -0.910 1.918 -1.317
O 29.6319 -24.8668 -15.6270 0.542 -0.495 -0.517
O 31.6793 -22.2116 -14.6540 1.610 2.740 2.217
H 31.6170 -23.0504 -16.3507 -0.588 -1.052 -0.702
H 31.9558 -24.2482 -15.1610 0.700 -0.015 0.900
H 29.4116 -22.8992 -15.8034 0.166 -0.223 1.694
H 29.5599 -23.5717 -14.0107 0.942 0.408 -1.394
H 28.9165 -25.0825 -15.0860 -2.048 -1.678 0.669
H 31.8824 -21.5393 -15.3120 0.086 0.151 0.596
C 32.1222 -25.7744 -17.3207 4.158 0.004 -2.139
C 33.0482 -26.5457 -18.2832 -0.932 0.129 -0.471
O 34.0407 -25.7135 -18.8658 0.865 -0.369 3.109
O 31.3607 -26.5037 -16.5627 -1.442 -4.670 3.589
H 31.4074 -25.3441 -17.8814 -1.369 3.427 -2.798
H 32.8205 -25.1900 -16.7727 0.499 1.484 0.460
H 32.3878 -27.0275 -19.0023 0.314 -0.221 -0.361
H 33.6133 -27.2854 -17.7631 0.209 -0.839 0.559
H 33.9536 -25.4259 -19.7287 -1.048 0.515 -2.605
H 30.6900 -25.9243 -16.1892 -0.524 -0.145 0.344
C 38.8659 -23.0622 -16.6673 -1.072 1.862 1.935
C 38.4328 -23.6566 -17.9589 -3.243 2.444 1.729
O 37.6460 -24.7924 -17.5819 -1.733 0.028 -2.352
O 39.8774 -22.1079 -16.8032 0.782 0.955 -0.996
H 38.9519 -23.6761 -15.7669 1.480 -1.102 -0.737
H 38.0904 -22.4958 -16.1646 -1.462 0.304 -0.662
H 39.2122 -24.0909 -18.4167 3.150 -0.536 -2.385
H 37.8751 -22.7226 -18.5502 1.205 -2.844 0.971
H 37.2729 -25.0631 -18.4692 0.195 0.130 1.632
H 39.5115 -21.3629 -17.3505 0.641 -1.056 0.866
C 39.5189 -23.3958 -12.1997 -0.635 -7.872 -0.235
C 40.3079 -24.0998 -11.0722 -0.698 -1.447 -1.112
O 41.5793 -23.5788 -10.9996 1.163 2.137 2.038
O 38.1406 -23.8453 -12.2662 1.340 -3.427 -3.101
H 39.8547 -23.3861 -13.1552 1.768 0.511 -2.429
H 39.3209 -22.7015 -11.6518 -0.630 10.338 4.203
H 40.4867 -25.0689 -11.3777 -0.431 -2.782 -0.322
H 39.7163 -24.1639 -10.0752 1.290 0.777 -1.561
H 42.1537 -23.6606 -11.7582 -0.462 -0.429 -0.451
H 37.8059 -23.2992 -11.6475 -2.707 2.403 3.029
C 32.6495 -30.5414 -11.0537 -2.774 -6.182 -1.930
C 33.5029 -31.3378 -10.0715 0.171 -1.352 -1.636
O 32.8263 -32.4389 -9.4084 0.648 1.735 -0.811
O 33.2882 -29.6453 -11.7873 2.519 4.115 -0.260
H 31.6632 -30.3019 -10.7119 -0.392 0.974 1.115
H 32.2986 -31.2493 -11.9442 0.267 -0.098 2.237
H 33.9470 -30.6318 -9.4576 0.376 1.430 2.295
H 34.4370 -31.7040 -10.5383 -0.713 -0.300 -0.529
H 32.8714 -32.1578 -8.4997 -0.340 -0.390 0.701
H 33.1696 -29.9124 -12.6855 0.586 0.178 -1.245
C 35.6528 -27.8883 -9.1681 -2.808 0.007 1.269
C 36.7075 -26.9732 -8.5354 -0.242 0.258 -2.853
O 36.3928 -26.3257 -7.3227 1.796 -3.721 1.520
O 35.8107 -28.1911 -10.5293 4.466 2.989 0.660
H 34.6626 -27.3799 -8.9465 0.601 -0.886 -0.336
H 35.7313 -28.8710 -8.7173 -0.492 -0.025 1.016
H 36.7673 -26.1055 -9.1875 0.846 -0.352 -1.063
H 37.5370 -27.7112 -8.6890 0.577 1.706 1.575
H 35.8616 -25.5868 -7.4574 -1.333 1.769 -0.734
H 35.0956 -28.5512 -10.9390 -3.610 -1.745 -1.266
C 39.2224 -27.7166 -17.5752 0.343 -1.739 -2.903
C 38.0076 -28.5874 -18.1027 0.922 2.905 2.971
O 36.8035 -27.8768 -17.8973 -0.498 0.890 -0.395
O 40.4238 -28.5455 -17.5459 -0.957 -3.617 0.442
H 38.9518 -27.4805 -16.6073 -0.348 1.131 2.099
H 39.4482 -26.8005 -18.2423 -0.321 -1.537 1.186
H 37.9338 -29.4303 -17.4577 0.039 -0.960 0.311
H 38.1695 -28.8279 -19.0727 0.314 -1.038 -3.100
H 36.8463 -27.0175 -18.3667 -0.098 -0.928 0.372
H 40.2102 -29.6092 -17.3599 0.288 4.390 -0.806
```
Positions in Å, forces in eV/Å.

Löwdin population analysis, charges in e, atoms 1 to 2: C 0.0116; N -0.2752

The following is a quantum chemistry calculation of C25H75HfN12O5P4 as an isolated structure, from the OMol25 dataset.

## Properties
Total charge: +3
Frontier orbital gap in eV: 1.30
2S+1: 1

The geometry in XYZ format:
```
122
Properties=species:S:1:pos:R:3:forces:R:3
Hf 12.1662 8.3835 -13.4677 -7.471 6.729 -5.476
C 9.6746 9.8560 -15.7590 -1.824 1.186 0.483
O 10.7160 9.4900 -14.9242 3.653 -2.781 2.960
H 8.8603 10.2612 -15.1378 0.215 0.270 0.392
H 9.9612 10.7157 -16.3709 0.369 -0.205 -0.207
H 9.0556 9.1758 -16.3528 1.165 -0.920 -0.224
O 11.9393 7.0385 -15.4564 1.636 1.947 4.233
P 11.7313 6.3853 -16.7909 -1.199 -2.855 -5.223
N 11.7687 7.4254 -18.1029 -0.415 1.739 2.190
C 11.3158 7.1519 -19.4768 1.485 -0.717 0.487
C 12.7064 8.5581 -18.0494 -0.080 0.548 -0.266
N 10.2743 5.5609 -16.9557 0.293 0.448 0.919
C 10.1028 4.2744 -16.2585 0.319 -1.023 0.006
C 8.9823 6.2761 -16.9584 0.336 0.588 -0.183
N 12.8751 5.2232 -17.1939 -0.698 0.345 2.935
C 14.2145 5.4049 -16.6621 0.414 1.459 -0.885
C 12.7097 4.2498 -18.2385 -0.385 -0.404 -1.227
H 10.7229 6.2415 -19.4594 -0.341 0.304 -0.386
H 12.2585 6.9537 -19.9969 -0.250 -0.293 -0.496
H 10.9081 8.0271 -19.9798 -0.591 -0.072 0.405
H 13.0730 8.8271 -17.0579 0.041 -0.611 0.146
H 12.2648 9.5039 -18.3775 -0.486 -0.198 -0.196
H 13.5480 8.4117 -18.7304 0.161 -0.267 0.154
H 11.0440 3.7348 -16.1594 0.034 0.112 -0.244
H 9.6750 4.2480 -15.2512 -0.007 0.976 0.114
H 9.4076 3.6443 -16.8151 0.177 0.083 -0.350
H 8.9128 7.0640 -17.7093 0.351 -0.125 -0.165
H 8.1937 5.5602 -17.1793 0.022 -0.018 0.152
H 8.8122 6.7655 -15.9958 -0.249 -0.225 0.152
H 14.8276 4.5094 -16.7174 -0.247 -0.116 0.405
H 14.7082 6.1658 -17.2823 0.418 -0.221 -0.114
H 14.1948 5.9016 -15.6905 -0.002 -0.671 0.339
H 11.7929 3.6614 -18.1891 -0.092 0.246 0.292
H 13.5132 3.5148 -18.2127 0.150 0.211 0.132
H 12.7109 4.7189 -19.2262 0.176 -0.083 -0.050
O 3.5378 13.6942 -17.9838 0.418 -0.253 -0.384
P 3.6397 12.2697 -17.6225 -0.253 0.220 -0.347
N 5.1706 11.9275 -16.9990 0.316 0.073 1.005
C 6.0012 12.8407 -16.1719 -0.655 0.008 -1.056
C 5.5041 10.5358 -16.7776 -0.557 -1.285 -1.848
N 3.4481 11.1143 -18.8598 -0.260 0.172 1.073
C 4.2076 11.1942 -20.0989 0.566 1.812 1.897
C 2.4559 10.0386 -18.8211 -0.874 1.684 0.512
N 2.4812 11.8984 -16.4608 -0.049 -1.173 -0.308
C 2.8365 11.8071 -15.0594 -0.135 -0.133 1.065
C 1.0670 12.2282 -16.7460 -0.045 0.923 0.774
H 5.8542 13.8785 -16.4657 -0.207 -0.068 -0.101
H 7.0414 12.5933 -16.3874 0.141 0.018 0.149
H 5.8027 12.7622 -15.1014 -0.080 -0.170 0.095
H 5.7717 10.0163 -17.7109 0.416 0.501 -0.365
H 4.6137 9.9248 -16.5950 0.115 0.085 1.171
H 6.3740 10.3379 -16.1541 -0.376 0.328 0.655
H 4.8822 12.0307 -19.8825 0.598 -0.296 -0.449
H 4.7600 10.2576 -20.1509 -0.080 0.082 -1.096
H 3.6077 11.6193 -20.9046 -0.065 -0.995 -0.424
H 2.2625 9.6744 -19.8270 0.434 -0.419 0.107
H 2.6523 9.2966 -18.0482 0.090 -0.332 -0.337
H 1.5350 10.5639 -18.5589 -0.308 -0.753 0.131
H 1.9566 11.6834 -14.4258 -0.329 -0.096 -0.429
H 3.4596 10.9527 -14.7817 0.129 -0.187 -0.504
H 3.3183 12.6649 -14.5782 0.145 0.449 -0.620
H 0.3251 11.6514 -16.1909 0.531 -0.611 0.159
H 0.7594 12.1616 -17.7863 0.518 0.177 -0.097
H 0.9054 13.2449 -16.3802 -0.137 0.223 -0.417
O 10.3895 9.2517 -12.0125 3.301 -1.647 -1.267
P 9.0982 9.6713 -11.3419 -3.349 1.300 1.393
N 8.5325 8.3961 -10.4247 0.125 -0.110 -0.286
C 9.4615 7.5573 -9.6625 0.140 -0.984 -0.845
C 7.1713 8.3271 -9.8943 -0.794 0.898 -0.267
N 7.8976 10.1130 -12.4615 1.152 -0.456 1.351
C 7.4180 11.4727 -12.6628 0.325 0.492 -0.030
C 7.1331 9.0454 -13.1127 0.523 -0.295 0.260
N 9.2749 10.9632 -10.2730 0.914 -1.022 -2.243
C 8.1461 11.6527 -9.6830 -0.268 -0.241 -0.744
C 10.5951 11.4262 -9.9197 0.622 -0.584 0.588
H 9.4423 7.6300 -8.5746 -0.133 0.733 -0.042
H 10.4759 7.6812 -10.0401 0.057 0.141 0.239
H 9.1950 6.5153 -9.8605 0.031 -0.078 -0.015
H 7.0954 8.5237 -8.8231 0.449 -0.065 0.075
H 6.6409 7.3937 -10.0880 0.441 -0.246 -0.139
H 6.5687 9.1130 -10.3531 -0.035 -0.071 -0.057
H 7.3832 11.7363 -13.7217 -0.188 -0.347 -0.099
H 6.4349 11.6260 -12.2142 -0.043 0.005 -0.074
H 8.1102 12.2020 -12.2497 -0.031 -0.157 0.229
H 6.6976 8.4218 -12.3330 -0.137 -0.305 -0.432
H 6.3378 9.4207 -13.7537 0.093 0.303 0.116
H 7.8310 8.4786 -13.7331 -0.275 -0.334 -0.050
H 7.2177 11.1233 -9.8957 0.062 -0.121 0.208
H 8.3036 11.6878 -8.6060 -0.185 0.502 -0.047
H 8.0500 12.5948 -10.2261 -0.100 0.466 0.911
H 10.9700 12.3830 -10.2959 -0.601 0.146 -0.311
H 11.2844 10.6565 -10.2700 0.305 0.203 0.235
H 10.6403 11.4682 -8.8286 0.242 0.018 -0.009
O 12.6429 10.7506 -13.2903 -0.296 -3.754 -0.407
P 13.1085 12.1824 -13.4640 2.059 4.616 -0.442
N 11.9666 13.3233 -13.0423 -0.196 -0.749 1.073
C 10.5411 13.0127 -13.1519 0.704 -0.920 -0.648
C 12.2758 14.6920 -12.6061 0.996 0.448 -0.355
N 13.5523 12.6776 -15.0158 0.196 -3.375 0.269
C 13.2280 11.8671 -16.2109 -0.489 0.488 0.780
C 13.9328 14.0276 -15.3473 -0.498 0.884 0.385
N 14.4991 12.5282 -12.5122 -2.014 -0.992 -1.288
C 14.3047 12.3924 -11.0675 0.068 -0.246 0.287
C 15.6834 11.7939 -12.9618 0.727 0.115 -0.270
H 10.4926 11.9221 -13.2130 -0.493 -0.025 0.122
H 10.1344 13.3921 -14.0921 -0.230 0.278 0.176
H 9.9838 13.3610 -12.2845 0.040 0.111 -0.043
H 13.0703 14.6889 -11.8606 -0.385 0.067 0.352
H 11.3792 15.2216 -12.2910 -0.055 -0.435 0.441
H 12.6793 15.3432 -13.3845 -0.115 -0.311 -0.363
H 14.0869 11.8230 -16.8785 -0.010 -0.229 -0.002
H 12.8504 10.8894 -15.9087 0.332 -0.146 -0.070
H 12.3858 12.3342 -16.7294 0.105 0.101 -0.245
H 14.4221 14.5274 -14.5127 -0.129 -0.025 0.036
H 14.6218 14.0981 -16.1893 -0.015 -0.472 -0.033
H 13.0066 14.5435 -15.6194 0.260 0.478 -0.049
H 14.1429 11.3668 -10.7119 0.291 -0.321 -0.369
H 15.2322 12.7393 -10.6148 -0.300 0.251 0.356
H 13.4100 12.8976 -10.7052 0.310 0.561 -0.154
H 15.6746 10.7453 -12.6479 0.043 -0.024 0.302
H 16.5788 12.2894 -12.5851 -0.066 -0.159 0.372
H 15.8509 11.7836 -14.0392 -0.566 0.272 -0.075
```
Positions in Å, forces in eV/Å.

Löwdin population analysis, charges in e, atoms 1 to 2: Hf 2.2061; C -0.1845

Respective ΔE to the lowest compared entry with this formula, charge and spin values: 0.00 78.08 kJ/mol.
Respective lowest unoccupied orbital energy values: -0.0752 -0.4396 Eh.